[1]
Density functional theory data (the ωB97M-V functional and the def2-TZVPD basis) for the ion C4H10N3 with charge +1.

Last column: natural (NBO) charge in e.
Atoms and positions in Å:
H 0.801 2.147 0.783  0.359
N 0.360 1.338 1.053  -0.312
N 0.030 0.503 0.156  0.192
N 0.510 0.344 -1.018  -0.292
C 1.285 1.335 -1.743  -0.431
C -0.777 -0.601 0.698  0.121
C -1.922 -0.817 0.055  -0.321
C -0.218 -1.455 1.728  -0.685
H 0.415 -0.523 -1.380  0.418
H 2.216 1.406 -1.274  0.228
H 1.412 0.858 -2.671  0.247
H 0.705 2.198 -1.846  0.234
H -2.100 -0.018 -0.686  0.212
H -2.540 -1.659 0.181  0.248
H -1.017 -1.599 2.491  0.272
H 0.695 -0.995 2.181  0.253
H 0.145 -2.461 1.291  0.258

Properties
Total charge: +1
Relative energy (zero: lowest compared OMol25 entry of this formula, charge and spin): 108.4 kcal per mole
HOMO-LUMO gap: 9.4 eV
SMILES: [H]/N=[N+](\NC)C(=C)C

---

[2]
Density functional theory data (the ωB97M-V functional and the def2-TZVPD basis) for a cluster of 2 separate species, CHO3PS2 in total.

Last column: natural (NBO) charge in e.
Atoms and positions in Å:
C -0.462 0.159 -0.678  -0.237
O 0.990 -0.901 1.510  -1.180
O -0.613 -2.320 0.173  -1.162
O -1.522 -0.347 1.415  -1.132
P -0.323 -1.025 0.847  2.357
S 1.503 2.347 -1.226  -0.830
S -1.542 0.182 -1.808  0.108
H 1.970 1.903 -0.235  0.076

Properties
Total charge: -2
Relative energy (zero: lowest compared OMol25 entry of this formula, charge and spin): 71.1 kcal per mole
HOMO-LUMO gap (alpha / beta): 5.7 / 5.7 eV

---

[3]
Density functional theory data (the ωB97M-V functional and the def2-TZVPD basis) for a structure of composition C34H30CrN6O5S.

Last column: Löwdin spin population.
Atoms and positions in Å:
Cr -0.670 1.283 0.767  1.126
C -0.925 2.466 -5.757  0.000
C -0.205 2.150 -4.486  0.000
C -0.855 2.204 -3.256  0.001
C -0.157 1.962 -2.083  0.003
C 1.197 1.703 -2.117  0.001
C 1.852 1.620 -3.337  0.000
C 1.148 1.814 -4.511  0.000
S 2.228 1.739 -0.646  -0.004
O 2.662 3.104 -0.515  -0.011
O 3.233 0.724 -0.755  -0.011
N 1.220 1.384 0.608  -0.122
C 1.973 1.253 1.818  -0.011
C 0.982 1.270 2.999  0.003
O 1.364 1.266 4.143  0.006
O -0.254 1.254 2.628  0.018
H -1.932 2.826 -5.565  0.000
H -0.983 1.582 -6.391  0.000
H -0.385 3.228 -6.314  0.000
H -1.901 2.476 -3.210  0.000
H -0.681 2.014 -1.113  0.002
H 2.911 1.419 -3.345  0.000
H 1.655 1.742 -5.462  0.000
H 2.711 2.060 1.928  -0.004
H 2.536 0.308 1.828  -0.006
C -4.988 0.496 0.727  0.000
C -3.608 0.297 0.797  0.001
N -2.726 1.291 0.811  -0.001
C -3.226 2.554 0.783  0.002
C -4.603 2.854 0.698  0.000
C -5.500 1.773 0.665  0.002
C -5.012 4.220 0.664  0.000
C -4.108 5.227 0.756  0.000
C -2.713 4.958 0.865  0.000
C -1.723 5.949 0.991  0.001
C -0.404 5.569 1.098  0.000
C -0.071 4.216 1.028  0.000
N -0.977 3.265 0.889  -0.006
C -2.281 3.616 0.847  0.001
H -5.644 -0.360 0.721  0.000
H -3.202 -0.706 0.835  0.000
H -6.562 1.959 0.597  0.000
H -6.068 4.427 0.567  0.000
H -4.424 6.258 0.747  0.000
H -2.011 6.989 1.008  0.000
H 0.385 6.294 1.211  0.000
H 0.962 3.903 1.055  0.000
C 5.278 -4.571 -1.153  0.000
C 4.132 -4.844 -0.235  0.000
C 3.484 -6.074 -0.221  0.000
C 2.431 -6.312 0.639  0.000
C 1.999 -5.319 1.515  0.000
N 0.947 -5.640 2.389  0.000
C 0.181 -4.871 3.205  0.000
O -0.386 -5.316 4.172  0.000
N 0.055 -3.499 2.906  -0.001
C -0.170 -2.864 1.715  0.000
C -0.293 -3.504 0.476  0.004
C -0.532 -2.723 -0.641  -0.001
C -0.638 -1.347 -0.522  0.005
N -0.543 -0.724 0.657  -0.004
C -0.323 -1.470 1.734  0.004
C 2.655 -4.092 1.526  0.000
C 3.701 -3.864 0.654  0.000
H 5.575 -5.466 -1.692  0.000
H 6.132 -4.203 -0.588  0.000
H 5.011 -3.801 -1.877  0.000
H 3.816 -6.861 -0.881  0.000
H 1.949 -7.279 0.648  0.000
H 0.885 -6.622 2.629  0.000
H -0.184 -2.965 3.734  0.000
H -0.230 -4.576 0.390  0.000
H -0.650 -3.182 -1.609  0.000
H -0.820 -0.719 -1.387  0.000
H -0.274 -0.952 2.680  0.000
H 2.386 -3.332 2.241  0.000
H 4.208 -2.911 0.676  0.000

Properties
Total charge: +1
HOMO-LUMO gap (alpha / beta): 6.2 / 6.6 eV
Expectation value of S²: 0.81
Spin multiplicity: 2